1.
{
  "formula": "C8H11N3",
  "method": "ωB97M-V/def2-TZVPD",
  "gap_ev": [6.49, 6.07],
  "multiplicity": 1,
  "elements": ["N", "N", "N", "C", "C", "C", "C", "C", "C", "C", "C", "H", "H", "H", "H", "H", "H", "H", "H", "H", "H", "H"],
  "coordinates": [[-1.096635, -0.754799, -0.367667], [-0.102561, 0.462847, -2.026734], [2.410035, 0.028032, -0.289880], [1.954464, 1.017527, 0.319629], [-1.955825, -0.588768, 0.720544], [-1.059766, 0.472178, -1.166553], [2.286925, 1.243134, 1.777857], [-0.566243, -1.925685, -0.581958], [-2.139771, 1.270238, -0.643726], [0.050184, -3.045213, -0.731408], [-2.660532, 0.623637, 0.471803], [0.989045, -3.268327, -0.307887], [-3.424741, 0.948692, 1.105747], [1.668594, 0.413001, 2.255666], [-0.043501, 1.268069, -2.593335], [2.041040, 2.248224, 2.224768], [-2.322821, -1.320768, 1.433023], [-0.262844, -3.956808, -1.296871], [3.318615, 0.845016, 2.131966], [2.120335, -0.060439, -1.283289], [-2.428190, 2.322081, -0.999091], [1.224195, 1.758130, -0.152605]],
  "forces_ev_per_angstrom": [[0.2, -3.8, 1.9], [-0.6, -0.8, 0.8], [0.6, -1.0, -1.0], [-0.6, 1.8, 0.0], [-2.2, 2.1, 0.3], [0.3, 0.5, -1.2], [0.3, -1.7, 1.6], [-0.1, 2.2, -0.7], [-0.1, 1.7, -0.8], [-0.8, -1.1, -0.9], [2.5, -1.8, -0.7], [1.2, 0.4, 0.8], [-1.0, 0.6, 0.7], [0.2, 1.4, -0.1], [-0.2, 1.2, -0.6], [0.2, -1.2, -0.7], [0.7, -0.3, -0.6], [-0.5, 1.2, 0.2], [-1.4, 1.1, -1.1], [-0.2, 0.3, 1.0], [0.7, -2.0, 0.5], [0.9, -0.8, 0.6]]
}

---

2.
{
  "formula": "C3H2FLiO3Tm",
  "method": "ωB97M-V/def2-TZVPD",
  "gap_ev": [5.43, 7.45],
  "charge": 1,
  "multiplicity": 3,
  "elements": ["Tm", "F", "O", "O", "O", "C", "C", "C", "Li", "H", "H"],
  "coordinates": [[1.315972, -2.190346, -2.112103], [1.008139, 2.146506, -0.066926], [0.508493, 0.185036, -0.943187], [-2.042533, -0.307379, -0.233585], [-1.407690, -1.335115, -2.136754], [0.821936, 0.816690, 0.128584], [0.858275, 0.366387, 1.408425], [-1.505387, -0.528701, -1.276129], [-1.569466, 0.516137, 1.451946], [1.165966, 1.042425, 2.205864], [0.846295, -0.711639, 1.573865]],
  "forces_ev_per_angstrom": [[-0.4, 0.8, 0.2], [0.0, -0.5, 0.1], [0.2, -0.9, -0.5], [0.7, 1.7, -0.7], [1.1, 1.9, -0.4], [-0.8, 0.3, -0.3], [-0.3, 0.0, 0.3], [-1.1, -3.4, 1.8], [0.4, 0.0, -0.2], [0.0, -0.3, -0.2], [0.0, 0.3, 0.0]]
}

---

In kcal per mole, the energy above the lowest of the compared OMol25 structures with the same formula, charge and spin values for the records above are, in order, 112.62 22.53.
In hartree, the E values for the records above are, in order, -475.50650 -1533.55832.
In hartree/bohr, the largest force on an atom values for the records above are, in order, 0.083 0.077.